[1]
Entry from the OMol25 dataset: C18H10N4RhS2Se2 as an isolated structure (the ωB97M-V functional and the def2-TZVPD basis).

Geometry as XYZ:
```
37
Properties=species:S:1:pos:R:3:mulliken_charge:R:1
Rh -1.03 -0.11 -0.73 -0.26
S 0.82 -1.41 -0.72 -0.13
C 1.68 -0.82 0.69 0.07
C 3.04 -1.07 0.85 -0.70
C 3.71 -0.62 1.98 0.51
C 5.12 -0.87 2.11 -0.26
N 6.24 -1.08 2.22 -0.44
C 3.01 0.10 2.96 0.49
C 1.66 0.36 2.80 -0.80
C 0.99 -0.10 1.67 0.80
S -0.74 0.16 1.49 -0.13
C 3.69 0.60 4.12 -0.32
N 4.21 1.02 5.06 -0.44
H 3.58 -1.62 0.09 0.53
H 1.13 0.92 3.55 0.54
Se -2.89 1.60 -1.52 0.03
Se -2.50 -0.25 -2.97 0.04
C -3.08 -1.65 -1.74 0.50
C -4.09 -2.53 -2.01 -0.70
C -4.33 -3.53 -1.07 -0.15
C -3.55 -3.59 0.08 -0.86
C -2.55 -2.65 0.27 -0.04
N -2.33 -1.70 -0.63 0.16
C -1.14 2.45 -1.64 0.44
C -0.94 3.75 -2.04 -0.63
C 0.36 4.25 -1.96 -0.13
C 1.38 3.44 -1.51 -0.92
C 1.09 2.13 -1.13 0.09
N -0.15 1.66 -1.19 0.26
H -4.68 -2.45 -2.91 0.44
H -5.11 -4.26 -1.24 0.42
H -3.72 -4.36 0.82 0.42
H -1.91 -2.63 1.14 0.45
H -1.77 4.35 -2.40 0.45
H 0.56 5.27 -2.27 0.43
H 2.39 3.80 -1.45 0.43
H 1.85 1.44 -0.77 0.38
```

As for the multiplicity: 1. As for the orbital gap: 5.49 eV. The calculation puts the highest occupied orbital energy at -10.84 eV. As for the total charge: +1. The calculation puts the total energy at -6620.54797 Ha.

=====

[2]
Entry from the OMol25 dataset: C19H14ClFeN3O2SSe as an isolated structure (the ωB97M-V functional and the def2-TZVPD basis).

Geometry as XYZ:
```
42
Properties=species:S:1:pos:R:3:lowdin_spin:R:1
Fe 0.21 0.72 -0.88 3.66
Cl 5.50 5.44 0.75 0.00
C 4.36 4.14 0.58 0.00
C 4.63 2.90 1.19 0.00
C 3.76 1.86 1.07 0.00
C 2.55 1.98 0.34 0.01
O 1.75 0.97 0.27 0.09
C 2.29 3.24 -0.28 0.00
C 1.12 3.52 -1.04 0.00
O 0.19 2.75 -1.32 0.06
C 3.22 4.30 -0.14 0.00
H 5.55 2.78 1.76 0.00
H 3.96 0.91 1.54 0.00
H 1.05 4.55 -1.42 0.00
H 3.01 5.26 -0.61 0.00
N -2.73 1.98 -1.60 0.01
C -2.77 0.93 -0.77 0.01
N -1.73 0.49 -0.12 0.03
C -2.07 -0.58 0.72 0.00
C -1.19 -1.27 1.54 0.00
C -1.67 -2.33 2.28 0.00
C -3.02 -2.70 2.22 0.00
C -3.91 -2.01 1.42 0.00
C -3.41 -0.95 0.67 0.00
S -4.27 0.10 -0.44 0.00
H -1.84 2.42 -1.78 0.00
H -3.47 2.13 -2.26 0.00
H -0.14 -0.99 1.58 0.00
H -0.99 -2.90 2.91 0.00
H -3.37 -3.54 2.81 0.00
H -4.95 -2.29 1.37 0.00
Se 0.24 -0.63 -2.90 0.08
C 0.00 -2.18 -1.79 0.01
C -1.22 -2.85 -1.73 0.01
C -1.35 -3.95 -0.89 0.00
N -0.36 -4.42 -0.13 0.01
C 0.80 -3.78 -0.19 0.00
C 1.03 -2.67 -0.99 0.01
H -2.06 -2.52 -2.32 0.00
H -2.29 -4.48 -0.83 0.00
H 1.60 -4.17 0.43 0.00
H 2.00 -2.19 -1.00 0.00
```

As for the multiplicity: 5. As for the orbital gap (spin up / spin down): 7.29 / 7.46 eV. The calculation puts the highest occupied orbital energy (spin up / spin down) at -7.79 / -7.95 eV. The energy above the lowest of the compared OMol25 structures with the same formula, charge and spin is 0.000 eV. The calculation puts the total energy at -5570.80444 Ha.

=====

[3]
Entry from the OMol25 dataset: C20H28BrN6O4Ru as an isolated structure (the ωB97M-V functional and the def2-TZVPD basis).

Geometry as XYZ:
```
60
Properties=species:S:1:pos:R:3:lowdin_spin:R:1
Ru 1.48 -0.23 -0.25 0.89
O 0.71 0.89 3.03 0.00
C -0.24 0.44 3.75 0.00
C -0.53 1.04 5.03 0.00
C -1.44 0.42 5.83 0.00
C -2.07 -0.78 5.40 0.00
C -1.81 -1.34 4.12 0.00
C -0.96 -0.72 3.27 0.00
C -0.61 -1.18 1.86 0.00
O 0.77 -1.13 1.65 -0.04
N -1.27 -0.29 0.91 -0.01
N -0.74 -0.29 -0.36 0.00
C -1.47 0.18 -1.30 0.02
C -0.99 0.32 -2.68 0.00
Br 0.80 -0.21 -2.97 0.03
C -1.68 0.81 -3.71 0.01
C -3.10 1.22 -3.73 0.00
C -4.09 0.51 -3.05 0.00
C -5.40 0.98 -3.05 0.00
C -5.71 2.16 -3.71 0.00
C -4.74 2.84 -4.42 0.00
C -3.44 2.36 -4.45 0.00
H 0.93 0.05 2.33 0.00
H 0.02 1.92 5.34 0.00
H -1.66 0.81 6.81 0.00
H -2.77 -1.28 6.06 0.00
H -2.33 -2.25 3.81 0.00
H -1.01 -2.20 1.74 0.00
H -2.27 -0.14 0.99 0.00
H -2.47 0.54 -1.11 0.00
H -1.13 0.96 -4.64 0.00
H -3.86 -0.44 -2.59 0.00
H -6.17 0.42 -2.54 0.00
H -6.73 2.54 -3.69 0.00
H -4.99 3.74 -4.97 0.00
H -2.68 2.88 -5.02 0.00
N 1.06 1.83 -0.44 -0.01
C 2.28 2.65 -0.26 0.00
C 2.92 2.24 1.03 0.00
N 3.21 0.81 0.89 0.05
H 0.64 2.04 -1.34 0.00
H 0.38 2.08 0.28 0.00
H 2.07 3.72 -0.27 0.00
H 2.94 2.43 -1.10 0.00
H 2.21 2.37 1.85 0.00
H 3.79 2.84 1.26 0.00
H 3.46 0.37 1.77 0.00
H 3.98 0.64 0.25 0.00
C 5.41 -4.20 -0.68 0.00
O 5.18 -2.78 -0.83 0.00
C 3.97 -2.28 -0.78 0.01
O 3.78 -1.08 -0.87 0.06
N 2.92 -3.14 -0.64 0.00
N 1.64 -2.57 -0.48 0.00
H 6.48 -4.33 -0.72 0.00
H 4.95 -4.75 -1.50 0.00
H 5.04 -4.54 0.29 0.00
H 3.03 -4.13 -0.57 0.00
H 1.26 -2.83 0.43 0.00
H 1.04 -2.90 -1.24 0.00
```

As for the multiplicity: 2. As for the orbital gap (spin up / spin down): 4.23 / 4.56 eV. The calculation puts the highest occupied orbital energy (spin up / spin down) at -12.19 / -12.22 eV. As for the total charge: +2. The calculation puts the total energy at -4076.69253 Ha.

=====

[4]
Entry from the OMol25 dataset: C16H26F3NaO18S as an isolated structure (the ωB97M-V functional and the def2-TZVPD basis).

Geometry as XYZ:
```
65
Properties=species:S:1:pos:R:3:lowdin_spin:R:1
Na 3.17 3.48 -1.71 0.00
C 0.16 0.04 -0.63 -0.01
F -0.23 0.57 -1.78 0.00
F -0.97 -0.48 -0.02 0.00
F 1.11 -0.84 -0.97 0.00
S 0.91 1.42 0.57 -0.04
O 1.89 2.17 -0.22 0.15
O -0.27 2.21 0.92 0.35
O 1.50 0.65 1.69 0.46
C -0.57 5.49 -0.36 0.00
C -0.35 4.72 -1.61 0.00
O -1.61 4.75 -2.21 0.00
C -2.52 4.74 -1.30 0.00
O -3.72 4.48 -1.48 0.00
O -1.94 5.16 -0.25 0.00
H -0.45 6.56 -0.52 0.00
H -0.03 5.10 0.50 0.00
H -0.08 3.71 -1.32 0.00
H 0.39 5.17 -2.28 0.00
C -0.12 0.36 -5.20 0.00
C -0.56 -0.98 -4.58 0.00
O -0.93 -1.68 -5.74 0.00
C -1.19 -0.78 -6.72 0.00
O -1.72 -1.19 -7.77 0.00
O -0.83 0.43 -6.37 0.00
H 0.93 0.29 -5.47 0.00
H -0.32 1.23 -4.57 0.00
H -1.44 -1.03 -3.94 0.00
H 0.32 -1.38 -4.07 0.00
C -2.57 3.25 2.44 0.02
O -3.72 3.45 3.23 0.04
C -3.59 3.83 4.57 0.00
O -2.63 4.19 5.22 0.00
O -4.83 3.55 5.07 0.00
C -5.22 3.87 6.37 0.00
H -2.34 2.19 2.58 0.01
H -1.72 3.92 2.59 0.00
H -2.68 3.32 1.36 0.00
H -6.28 4.10 6.31 0.00
H -4.56 4.62 6.81 0.00
H -5.02 2.99 6.97 0.00
C 1.62 -7.19 -0.57 0.00
O 1.38 -5.91 -1.08 0.00
C 0.18 -5.48 -1.20 0.00
O -0.89 -5.94 -0.82 0.00
O 0.28 -4.23 -1.69 0.00
C -0.90 -3.46 -1.74 0.00
H 0.86 -7.90 -0.93 0.00
H 1.53 -6.91 0.47 0.00
H 2.65 -7.53 -0.68 0.00
H -1.66 -4.02 -2.28 0.00
H -0.75 -2.53 -2.30 0.00
H -1.16 -2.85 -0.87 0.00
C 5.96 -3.07 4.04 0.00
O 5.10 -3.58 2.95 0.00
C 4.29 -2.72 2.28 0.00
O 4.27 -1.48 2.44 0.02
O 3.56 -3.42 1.33 0.00
C 2.63 -2.77 0.53 0.00
H 5.40 -2.43 4.71 0.00
H 6.87 -2.61 3.65 0.00
H 6.26 -3.85 4.74 0.00
H 2.01 -3.51 0.02 0.00
H 3.11 -2.18 -0.25 0.00
H 2.01 -2.06 1.08 0.00
```

As for the multiplicity: 2. As for the orbital gap (spin up / spin down): 7.31 / 2.94 eV. The calculation puts the highest occupied orbital energy (spin up / spin down) at -12.60 / -12.60 eV. As for the total charge: +1. The calculation puts the total energy at -2839.24699 Ha.

=====

The highest multiplicity belongs to which entry?
C19H14ClFeN3O2SSe